The following is a DFT calculation (wB97M-V/def2-TZVPD) of 12 unconnected molecules or ions with the total composition C72H60F12 in a non-equilibrium geometry.

## Properties
Electronic energy (Eh): -3977.814475
⟨S²⟩: 0.7606
HOMO-LUMO gap (spin up / spin down) (eV): 1.50 / 5.84
E_LUMO (spin up / spin down) (eV): 1.73 / 1.73
2S+1: 2
Total charge: -1
Energy above the lowest of the compared OMol25 structures with the same formula, charge and spin (kcal/mol): 38.3

```
144
Properties=species:S:1:pos:R:3:forces:R:3:mulliken_spin:R:1
F -1.477587 -1.236485 -7.385106 -0.9 1.2 1.6 0.000
C -1.840587 -0.623945 -6.164896 -0.3 1.8 -1.1 -0.001
C -1.287877 -1.124675 -5.024656 0.1 -1.8 -0.4 0.000
C -1.646777 -0.645515 -3.796586 -0.1 1.2 -0.3 0.002
C -2.384477 0.549085 -3.732506 0.0 -1.3 1.4 0.000
C -2.984207 1.126925 -4.834216 1.7 -1.3 -0.3 -0.001
C -2.648437 0.542715 -6.078076 -0.6 -0.4 -0.4 0.000
H -0.722867 -2.040005 -5.121366 0.3 -0.1 0.1 0.000
H -1.374417 -1.221595 -2.924606 0.3 0.5 0.1 0.000
H -2.540657 0.873605 -2.714336 -0.3 0.6 0.0 -0.001
H -3.602277 1.998065 -4.674486 0.0 0.1 -0.5 0.000
H -3.145737 0.985005 -6.928646 0.3 -0.2 -0.5 0.001
F 1.182383 6.284445 5.468914 0.0 -0.3 0.4 -0.001
C 0.997423 5.698925 4.267324 -0.4 0.9 -1.4 0.009
C 1.139653 6.525715 3.157844 -0.1 -0.4 -1.3 0.012
C 1.011013 6.021275 1.815374 0.6 -0.9 2.4 -0.016
C 0.711983 4.657575 1.689644 -0.5 -0.2 0.6 0.012
C 0.463503 3.865375 2.838364 1.0 0.9 0.0 0.033
C 0.628003 4.384635 4.121164 0.0 -0.5 0.0 -0.003
H 1.360473 7.563325 3.360314 0.2 0.1 -0.2 0.000
H 1.344703 6.589005 0.959374 -0.4 0.2 -0.1 0.027
H 0.661293 4.193455 0.715784 0.1 0.1 -0.2 -0.047
H 0.358343 2.790645 2.855494 -0.4 -0.1 -0.8 0.000
H 0.526593 3.699795 4.950084 0.0 0.2 0.3 -0.001
F -2.764657 2.554455 -0.521006 0.5 -0.4 0.1 0.001
C -3.162067 3.590255 -1.268386 -2.6 0.2 -0.6 0.018
C -2.759517 4.865525 -0.944806 0.1 0.0 -1.0 -0.050
C -3.317197 5.943815 -1.661606 -0.3 0.2 0.9 0.030
C -4.340257 5.779495 -2.580976 0.3 -1.2 0.0 0.005
C -4.770087 4.476165 -2.832336 -0.1 -0.7 0.2 0.000
C -4.250867 3.364375 -2.167426 1.3 1.2 0.5 0.003
H -1.989917 4.954585 -0.192356 0.1 0.4 0.0 -0.004
H -3.078607 6.951555 -1.355106 0.4 0.1 -0.1 0.019
H -4.829837 6.576255 -3.121246 0.2 0.3 0.2 -0.001
H -5.587557 4.294795 -3.514426 -0.1 0.1 -0.1 0.001
H -4.682537 2.385665 -2.316326 0.2 -0.1 0.0 0.000
F -4.712397 -1.536515 1.348804 0.4 -0.6 1.1 0.000
C -4.628597 -2.548905 2.283324 -1.6 -0.6 -1.1 0.000
C -5.692237 -3.511875 2.177184 1.5 -0.1 1.9 0.000
C -5.673147 -4.630805 3.081694 -0.5 1.3 -1.7 0.000
C -4.578867 -4.826845 3.868004 -0.2 0.3 0.3 0.000
C -3.603727 -3.862635 3.874774 1.8 -0.5 1.2 0.000
C -3.571707 -2.667105 3.194074 -1.1 -0.6 -1.2 0.000
H -6.489127 -3.343825 1.467864 0.0 0.1 0.0 0.000
H -6.445547 -5.381375 3.161924 -0.4 0.2 -0.5 0.000
H -4.539227 -5.685125 4.522374 0.3 0.0 0.0 0.000
H -2.720667 -4.116475 4.442384 0.2 0.2 0.4 0.000
H -2.710687 -2.027235 3.319084 -0.2 0.3 -0.4 0.000
F 1.106023 -4.776925 1.604764 -0.7 -1.4 0.4 0.000
C 0.413093 -5.850095 2.132584 -0.8 -0.5 0.9 0.000
C -0.820387 -6.269055 1.593314 1.9 1.7 -0.9 0.000
C -1.540077 -7.287785 2.161894 0.8 0.0 -0.1 0.000
C -0.989927 -7.916965 3.260644 -0.2 -0.6 0.6 0.000
C 0.240333 -7.543185 3.836284 -1.5 0.2 -0.2 0.000
C 0.900363 -6.461475 3.306844 0.5 1.3 -1.6 0.000
H -1.107997 -5.783145 0.672674 -0.3 0.1 -0.1 0.000
H -2.440267 -7.599475 1.653074 -0.2 -0.2 0.4 0.000
H -1.591607 -8.710505 3.678594 0.3 -0.2 0.3 0.000
H 0.554453 -7.989955 4.768014 0.2 -0.2 -0.1 0.000
H 1.798373 -6.012735 3.705104 0.2 -0.3 0.3 0.000
F 7.849343 4.924685 2.805204 -1.3 -0.9 0.2 0.001
C 6.869343 3.965605 2.583734 0.1 -1.2 -1.5 0.003
C 6.420093 3.089725 3.611704 0.6 0.8 -0.2 0.001
C 5.605513 2.007295 3.305114 -0.3 2.1 -1.4 0.000
C 5.037643 2.031595 2.026034 -0.2 -2.1 -0.4 -0.002
C 5.491433 2.768385 0.930964 1.2 1.7 1.7 -0.044
C 6.482353 3.743045 1.214794 -0.3 -0.4 1.9 -0.014
H 6.570763 3.249965 4.669064 0.8 0.3 0.0 0.000
H 5.278513 1.304565 4.057194 -0.1 0.1 0.0 0.000
H 4.275963 1.270745 1.940334 -0.3 0.0 -0.7 0.005
H 5.135143 2.810795 -0.087696 -0.5 -0.6 0.1 0.057
H 6.868883 4.331525 0.395834 0.2 0.2 0.2 0.005
F -0.633987 -4.794195 -1.742386 0.2 0.4 0.4 0.000
C 0.354423 -4.373295 -2.550876 1.4 0.4 -1.9 0.000
C 1.359813 -3.471175 -2.162176 -0.4 -0.1 0.3 0.000
C 2.461573 -3.144785 -2.983096 -1.2 -1.5 -0.9 0.000
C 2.511023 -3.712175 -4.288426 -1.2 0.2 0.8 -0.001
C 1.433993 -4.511125 -4.724086 0.3 -0.3 1.3 0.000
C 0.393303 -4.890265 -3.844996 0.8 0.2 0.1 0.000
H 1.235533 -3.042615 -1.178666 0.3 0.1 0.2 0.000
H 3.266523 -2.532345 -2.604466 -0.1 0.1 0.0 0.000
H 3.334753 -3.529725 -4.962646 0.1 0.1 0.1 0.000
H 1.465523 -5.014405 -5.679136 0.1 0.2 -0.2 0.000
H -0.279597 -5.690555 -4.115456 -0.3 0.2 -0.2 0.000
F -3.264817 -2.192905 -2.261956 -0.6 -0.1 0.6 0.000
C -4.564057 -2.259325 -1.923336 -2.4 -1.2 0.2 0.000
C -5.399667 -1.127825 -1.968596 1.5 0.6 0.0 0.000
C -6.750277 -1.101305 -1.677456 0.6 -1.1 -0.6 0.000
C -7.361357 -2.335465 -1.455816 -0.5 0.2 0.1 0.000
C -6.624497 -3.495155 -1.525536 1.7 0.1 0.7 0.000
C -5.201837 -3.491105 -1.634876 -0.8 0.8 -0.5 0.000
H -4.942007 -0.176935 -2.198306 0.3 0.0 -0.2 0.000
H -7.239307 -0.150115 -1.827436 -0.4 -0.1 0.5 0.000
H -8.396357 -2.467495 -1.176996 -0.3 0.4 -0.3 0.000
H -7.134467 -4.435205 -1.375016 0.1 -0.1 0.1 0.000
H -4.730817 -4.454495 -1.506746 0.5 0.2 -0.3 0.000
F 1.074873 1.736025 0.001894 0.0 -0.7 0.0 -0.038
C 0.748783 0.469335 0.302554 -1.5 -1.6 0.6 0.025
C -0.568367 0.007775 0.078864 1.2 2.2 -0.2 -0.005
C -1.026047 -1.233455 0.469254 0.5 0.5 0.1 0.001
C -0.130407 -2.070055 1.138694 0.7 -0.6 -0.4 0.000
C 1.216673 -1.720405 1.228704 -0.4 1.4 -0.3 0.001
C 1.635203 -0.429395 0.839334 0.9 -0.4 -0.2 -0.001
H -1.089857 0.832955 -0.383216 -1.1 -0.5 -0.3 -0.001
H -2.039967 -1.490345 0.200224 -0.1 -0.3 0.3 0.000
H -0.355807 -3.079255 1.450314 -0.5 0.1 0.0 0.000
H 1.980903 -2.417415 1.539414 -0.2 -0.1 0.2 0.001
H 2.685293 -0.178385 0.812724 0.2 0.0 0.4 0.003
F 0.205683 3.453665 -2.491686 -0.1 0.6 0.4 -0.014
C 1.143993 4.433065 -2.233516 2.1 -0.1 0.3 -0.176
C 2.383643 4.060675 -1.782566 0.1 -0.9 0.1 0.003
C 3.518093 4.956355 -1.694236 -0.9 1.0 -0.2 0.476
C 3.311653 6.308435 -2.152516 -1.6 -1.0 0.1 -0.149
C 2.026343 6.691115 -2.591236 1.8 -0.6 0.9 0.125
C 0.920873 5.770955 -2.512876 -1.6 0.5 -0.8 0.447
H 2.550253 3.038725 -1.475546 -0.1 -0.3 -0.2 0.039
H 4.431893 4.519795 -1.319026 0.2 0.5 0.0 0.105
H 4.060723 7.084845 -2.102796 0.4 -0.1 -0.1 -0.010
H 1.932183 7.710635 -2.934926 -0.4 0.1 0.0 0.043
H -0.065607 6.000245 -2.887946 -0.1 0.4 -0.2 0.052
F 6.767083 0.264525 -3.204856 -1.4 0.0 -0.4 -0.001
C 5.404083 0.228615 -3.401656 -1.6 0.9 1.6 0.016
C 4.510613 0.506075 -2.323586 0.3 -1.2 -1.2 0.005
C 3.102153 0.349695 -2.514996 1.8 1.2 2.0 -0.016
C 2.582783 0.097645 -3.720706 -0.2 -0.6 -3.5 0.015
C 3.450933 -0.085075 -4.813986 -0.1 -0.4 1.4 0.004
C 4.813363 -0.023505 -4.631176 1.0 -0.4 -1.0 0.003
H 4.891793 0.710475 -1.333976 0.1 0.1 0.0 0.004
H 2.460613 0.519135 -1.662866 0.0 0.0 0.0 -0.010
H 1.555363 0.002005 -4.039556 -0.4 0.1 1.0 -0.004
H 3.095653 -0.482025 -5.753456 -0.2 0.5 -0.2 0.000
H 5.364893 -0.233965 -5.535566 0.7 0.0 0.2 0.001
F 0.205433 1.432765 5.823044 -2.0 2.3 -0.1 0.000
C 1.100163 0.521735 5.888534 2.5 -3.9 0.5 0.000
C 1.550263 0.079245 7.163594 0.1 0.7 -1.4 0.000
C 2.520613 -0.923625 7.255014 -1.1 0.4 -0.1 0.000
C 2.955383 -1.549015 6.090624 0.5 0.2 0.1 0.000
C 2.468023 -1.167725 4.858624 -0.7 0.5 -0.1 0.000
C 1.502833 -0.155005 4.726784 0.4 0.0 0.8 -0.001
H 1.151603 0.641785 7.994864 0.1 -0.2 0.4 0.000
H 2.811793 -1.241905 8.245124 0.3 -0.1 0.0 0.000
H 3.738073 -2.293105 6.079814 0.0 -0.2 0.4 0.000
H 2.841193 -1.705785 3.999764 -0.1 0.1 -0.3 0.001
H 1.073053 0.092935 3.767494 0.0 0.1 -0.1 0.000
```
Forces are in eV/Å.